(1)
Here is C46H50N3O3P4S3V as an isolated structure from the OMol25 dataset. Energies are from ωB97M-V/def2-TZVPD.

Summary:
- ΔE to the lowest compared entry with this formula, charge and spin: 0.0 kcal per mole
- M: 963.97 g mol⁻¹
- HOMO (alpha / beta): -6.5315 / -5.0123 eV
- HOMO-LUMO gap (alpha / beta): 7.039 / 5.502 eV
- Net charge: 0
- LUMO (alpha / beta): 0.508 / 0.490 eV
- Spin multiplicity: 3
- E_tot: -5676.9790 Eh

XYZ file:
```
110
C46H50N3O3P4S3V | the OMol25 dataset | ωB97M-V/def2-TZVPD
V -0.2917 0.4100 -0.2182
O -1.2336 3.6836 -0.7492
S -0.5357 2.7125 0.1181
C -1.2813 2.9832 1.7514
C -1.9512 4.1716 2.0065
C -2.4562 4.4065 3.2740
C -2.2983 3.4501 4.2730
C -1.6782 2.2440 3.9896
C -1.1871 1.9873 2.7109
P -0.4233 0.3795 2.2428
C 0.9765 0.3876 3.4493
C 1.1528 -0.5068 4.5021
C 2.2670 -0.4126 5.3309
C 3.2109 0.5818 5.1299
C 3.0281 1.4983 4.1029
C 1.9226 1.4001 3.2745
C -1.5949 -0.8383 2.9623
C -1.1665 -2.1630 3.0820
C -2.0317 -3.1623 3.4996
C -3.3590 -2.8586 3.7721
C -3.8051 -1.5549 3.6226
C -2.9316 -0.5510 3.2245
C 1.0978 3.4278 0.4466
C 1.2132 4.6878 1.0137
C 2.4687 5.2485 1.1930
C 3.6025 4.5576 0.7907
C 3.4804 3.3062 0.2010
C 2.2262 2.7321 0.0194
P 1.9846 1.0738 -0.7185
C 2.3145 1.3509 -2.4898
C 2.6538 0.2578 -3.2865
C 2.7593 0.3931 -4.6612
C 2.5192 1.6259 -5.2559
C 2.1751 2.7154 -4.4700
C 2.0698 2.5794 -3.0918
C 3.4783 0.1654 -0.1630
C 4.7218 0.2276 -0.7910
C 5.8044 -0.4681 -0.2710
C 5.6582 -1.2267 0.8843
C 4.4238 -1.3009 1.5111
C 3.3384 -0.6177 0.9807
H -2.0734 4.8839 1.1999
H -2.9716 5.3340 3.4880
H -2.6816 3.6381 5.2678
H -1.5888 1.4853 4.7590
H 0.4205 -1.2775 4.6989
H 2.3869 -1.1191 6.1425
H 4.0784 0.6489 5.7737
H 3.7490 2.2893 3.9387
H 1.7932 2.1203 2.4785
H -0.1428 -2.4176 2.8218
H -1.6759 -4.1809 3.5927
H -4.0416 -3.6373 4.0860
H -4.8431 -1.3132 3.8121
H -3.3054 0.4573 3.1051
H 0.3275 5.2278 1.3182
H 2.5610 6.2261 1.6480
H 4.5830 4.9942 0.9304
H 4.3661 2.7679 -0.1113
H 2.8490 -0.7035 -2.8229
H 3.0240 -0.4619 -5.2701
H 2.5949 1.7332 -6.3301
H 1.9744 3.6744 -4.9292
H 1.7717 3.4299 -2.4888
H 4.8423 0.8165 -1.6924
H 6.7647 -0.4164 -0.7680
H 6.5056 -1.7656 1.2884
H 4.2998 -1.8961 2.4072
H 2.3658 -0.6928 1.4477
C -5.9190 2.3752 -3.1358
C -5.0465 1.7838 -2.0548
O -3.7085 1.6705 -2.5713
P -2.7575 0.4975 -2.0581
S -0.9354 0.8246 -2.7331
S -2.8509 0.2274 -0.0881
O -3.4232 -0.8289 -2.6951
C -3.4596 -0.9565 -4.1278
C -4.2653 -2.1905 -4.4543
H -6.9315 2.5210 -2.7571
H -5.9649 1.7125 -4.0006
H -5.5221 3.3378 -3.4572
H -5.4134 0.8029 -1.7446
H -5.0075 2.4276 -1.1752
H -2.4357 -1.0360 -4.5009
H -3.9069 -0.0589 -4.5612
H -3.8099 -3.0721 -4.0018
H -4.3010 -2.3345 -5.5349
H -5.2839 -2.0962 -4.0786
C 0.1172 -5.1195 -0.1860
N 1.3046 -4.4376 -0.7012
C 1.2632 -4.4750 -2.1624
N 0.0379 -3.9296 -2.7389
C -1.1010 -4.6385 -2.1602
N -1.1447 -4.5948 -0.6999
C -1.3979 -3.2363 -0.2104
P -0.0778 -2.0230 -0.6983
C 1.3844 -3.0620 -0.2089
C -0.0718 -2.4872 -2.5018
H 0.1134 -5.0529 0.9045
H 0.1861 -6.1720 -0.4696
H 1.3502 -5.5183 -2.4731
H 2.1198 -3.9227 -2.5556
H -1.0408 -5.6851 -2.4672
H -2.0246 -4.2093 -2.5535
H -1.4874 -3.2538 0.8748
H -2.3507 -2.8687 -0.5992
H 1.4629 -3.0751 0.8834
H 2.2999 -2.5952 -0.5831
H 0.7417 -1.9644 -3.0087
H -0.9976 -2.1163 -2.9389
```



(2)
Here is C46H52As3CeF5GeO4S as an isolated structure from the OMol25 dataset. Energies are from ωB97M-V/def2-TZVPD.

Summary:
- M: 1233.47 g mol⁻¹
- HOMO (alpha / beta): 0.6200 / 0.6241 eV
- HOMO-LUMO gap (alpha / beta): 2.763 / 2.759 eV
- Net charge: -2
- LUMO (alpha / beta): 3.383 / 3.383 eV
- Spin multiplicity: 1
- E_tot: -12241.6966 Eh

XYZ file:
```
113
C46H52As3CeF5GeO4S | the OMol25 dataset | ωB97M-V/def2-TZVPD
Ce 15.8598 12.8330 15.4567
C 11.1492 13.5599 22.7140
As 10.0699 14.7341 21.4844
C 9.0130 15.4288 23.0821
C 8.5891 13.3408 21.1721
C 8.6876 12.4441 19.9757
C 10.0392 11.9399 19.4541
C 8.1085 13.1939 18.7346
As 8.8142 15.0846 18.5185
C 9.4718 14.9922 16.6818
C 6.9868 15.8258 18.1119
C 7.7910 11.1799 20.3326
As 7.0163 9.9627 18.9142
C 5.5261 11.0137 18.2241
C 8.1972 9.8983 17.2970
H 10.7937 12.5891 23.0579
H 11.3124 14.2899 23.5132
H 12.1574 13.4050 22.3271
H 9.1115 14.7497 24.0000
H 7.9145 15.6706 22.8622
H 9.5146 16.3802 23.2834
H 7.6972 13.9947 21.2739
H 8.7060 12.6976 22.0618
H 10.8211 12.6878 19.2242
H 9.9529 11.3118 18.5932
H 10.4810 11.3186 20.2433
H 7.0147 13.2761 18.7023
H 8.4821 12.7464 17.8712
H 8.7058 14.5258 16.0977
H 10.4142 14.3835 16.6010
H 9.6968 15.9348 16.1424
H 6.3637 15.0675 17.5629
H 7.1466 16.6570 17.4244
H 6.4792 16.2149 19.0012
H 6.9439 11.5820 20.9981
H 8.2509 10.4267 20.9603
H 4.6749 10.3337 18.4413
H 5.5841 11.0636 17.1244
H 5.4169 12.0393 18.5376
H 9.1533 10.3282 17.5841
H 7.7397 10.5262 16.5006
H 8.2831 8.8536 17.0231
C 17.2302 6.5400 18.9898
O 18.5277 7.1219 18.6679
C 18.5343 8.1880 17.7817
C 19.7710 8.8274 17.4959
C 19.9462 10.1727 17.1774
C 18.7818 10.9530 16.8935
C 18.8666 12.4508 16.6890
C 20.3028 12.7824 16.1510
O 17.9905 12.8492 15.6009
C 17.5017 10.2373 16.9246
O 16.3632 10.7901 16.6471
C 17.4593 8.9510 17.4173
H 17.2986 5.4197 19.1653
H 16.6347 6.5835 18.0972
H 16.6175 7.0420 19.7517
H 20.6491 8.2100 17.6050
H 20.9476 10.5768 17.2038
H 21.1132 12.6074 16.7928
H 20.3132 13.8279 15.8606
H 20.3278 12.3247 15.1396
H 16.4670 8.6759 17.6975
S 16.7216 13.6884 12.8259
C 15.1340 13.2829 12.9306
F 19.7957 13.7111 21.2835
C 18.9147 13.6973 20.2959
C 17.6508 14.2098 20.5383
F 17.3079 14.6646 21.7522
C 16.8395 14.3236 19.4616
F 15.5794 14.7550 19.6580
C 17.2534 13.9196 18.1592
O 16.2354 13.9960 17.2559
C 18.4478 13.2757 17.9592
F 14.0723 12.1806 16.0641
C 19.3464 13.1401 19.0537
F 20.5162 12.3884 18.9715
C 13.9475 12.8652 12.6668
Ge 13.6264 11.3720 11.4276
C 12.1317 10.3108 11.9772
C 10.7972 10.5836 11.4615
C 9.8972 9.5419 11.4606
C 10.0831 8.4213 12.2754
C 11.3426 8.1811 12.7947
C 12.3457 9.1301 12.6932
C 15.3818 10.6225 11.3469
C 16.4064 11.3088 10.6635
C 17.5642 10.5904 10.2838
C 17.8162 9.2694 10.6092
C 16.7777 8.5801 11.2896
C 15.6390 9.2685 11.6420
C 13.0554 12.2821 9.8125
C 12.6910 11.4875 8.7122
C 11.7929 11.9988 7.7414
C 11.3648 13.3139 7.9165
C 11.8110 14.1201 8.9653
C 12.6861 13.6521 9.9649
H 13.0376 13.3028 13.1043
H 10.6390 11.4415 10.8509
H 8.9469 9.7220 10.9235
H 9.2165 7.8092 12.4369
H 11.5862 7.2403 13.4244
H 13.1790 9.0840 13.3289
H 16.3660 12.3520 10.4079
H 18.2479 11.1072 9.6417
H 18.7427 8.8341 10.3224
H 16.9121 7.5730 11.6142
H 14.8765 8.7496 12.2021
H 13.1940 10.5194 8.6403
H 11.5171 11.3147 6.9212
H 10.5534 13.6939 7.2289
H 11.3702 15.0853 9.0952
H 13.0114 14.3261 10.7324
```



- net charge of number 2 (C46H52As3CeF5GeO4S)?
  -2



- E_tot of number 2 (C46H52As3CeF5GeO4S)?
  -12241.6966 Eh